Computed, not measured: a structure of composition C6H19Br2CuN5O3 in a non-equilibrium geometry, with wB97M-V/def2-TZVPD.

Output
Net charge   0
Relative energy (zero: lowest compared OMol25 entry of this formula, charge and spin)   53.3 kcal/mol
Multiplicity   2
Orbital gap (spin up / spin down)   7.948 / 6.431 eV
F_max   0.1082 hartree/bohr
HOMO energy (spin up / spin down)   -7.90 / -7.85 eV

Atoms and positions in Å:
Cu: -0.8646 -6.9780 5.3930
Br: 1.6532 -7.6746 6.3353
Br: -1.7505 -9.2439 4.1820
C: -0.3706 -3.7190 6.0625
O: -0.3367 -4.8950 6.0039
N: -0.8398 -3.0945 7.1098
N: -0.0448 -2.8809 5.1707
H: -0.9198 -3.6800 7.9290
H: -1.0531 -2.1103 7.1865
H: 0.3179 -3.2163 4.2898
H: -0.3203 -1.9414 5.4190
C: 0.9667 -6.3914 2.7455
O: 0.0312 -6.2899 3.5126
N: 2.1203 -6.7792 3.1225
N: 0.9021 -6.0888 1.4211
H: 2.8249 -6.9247 2.4137
H: 2.2034 -7.1773 4.0470
H: 1.7441 -6.3016 0.9055
H: 0.0527 -5.6643 1.0770
C: -4.6912 -4.9984 6.5563
C: -3.3373 -5.6605 6.4878
C: -3.2597 -6.9176 7.3548
O: -2.0704 -7.7205 7.1895
C: -1.9381 -8.8304 7.9945
N: -2.9908 -6.0167 5.0833
H: -4.7742 -4.5025 7.5234
H: -5.4658 -5.7573 6.4463
H: -4.7276 -4.1243 5.9062
H: -2.6135 -4.9645 6.9118
H: -4.1507 -7.5453 7.3427
H: -3.1975 -6.4718 8.3475
H: -1.2707 -8.6295 8.8326
H: -1.4875 -9.6155 7.3873
H: -2.8189 -9.3356 8.3907
H: -3.3145 -5.2002 4.5848
H: -3.6998 -6.7239 4.9519

Cartesian forces (eV/Å) of the 3 atoms listed first:
Cu 0.54 -0.68 -0.81
Br -1.04 0.14 -0.26
Br 0.38 1.11 0.66

Here are the natural (NBO) charges for atoms 1 to 4, given in e: 1.344, -0.772, -0.679, 0.771


Computed, not measured: a structure of composition C6H19CrHgO8S in a non-equilibrium geometry, with wB97M-V/def2-TZVPD.

Output
Net charge   +1
Multiplicity   5
Orbital gap (spin up / spin down)   6.007 / 6.040 eV
F_max   0.1642 hartree/bohr
HOMO energy (spin up / spin down)   -11.68 / -11.70 eV

Atoms and positions in Å:
Hg: -1.3853 -1.1452 -1.3178
Cr: 2.2977 -0.0248 -1.1110
S: 0.6621 -1.0883 -3.8341
O: 0.7914 -0.4487 -5.1525
O: 0.8391 -2.5631 -3.8358
O: 1.6149 -0.5359 -2.9111
O: -0.6717 -0.8020 -3.2747
O: 0.3652 0.0106 -0.4653
H: -0.3691 0.3461 0.0849
C: 0.9152 4.2272 -2.3580
C: 1.7564 2.9107 -2.5813
O: 1.5454 2.0609 -1.4499
H: -0.1622 4.0649 -2.3888
H: 1.1445 5.0445 -3.0419
H: 1.2022 4.6581 -1.3988
H: 2.7673 3.3176 -2.6080
H: 1.6466 2.4454 -3.5609
H: 0.6403 1.9034 -1.1711
C: 1.1663 -1.5738 3.2544
C: 1.3442 -2.9966 2.7858
O: 1.8402 -3.0296 1.4924
H: 0.6857 -1.4840 4.2286
H: 0.5759 -0.9541 2.5796
H: 2.1862 -1.1895 3.2709
H: 0.3834 -3.5112 2.7959
H: 2.0002 -3.3877 3.5635
H: 1.4174 -3.7195 0.9757
C: -3.6117 0.2723 2.3879
C: -2.3374 -0.4547 1.8720
O: -2.6558 -1.0211 0.5790
H: -4.4375 -0.4295 2.5048
H: -3.9996 1.0906 1.7813
H: -3.4341 0.6735 3.3857
H: -1.8996 -1.1776 2.5604
H: -1.5761 0.2447 1.5267
H: -3.2475 -1.7337 0.8312

Cartesian forces (eV/Å) of the 3 atoms listed first:
Hg 0.50 -0.23 -1.28
Cr -1.94 -0.01 -1.83
S 1.34 -5.54 -6.23

Here are the natural (NBO) charges for atoms 1 to 4, given in e: 1.555, 1.638, 2.597, -0.912


Computed, not measured: a cluster of 3 separate species, C6H19N2O2 in total in a non-equilibrium geometry, with wB97M-V/def2-TZVPD.

Output
Net charge   +1
Relative energy (zero: lowest compared OMol25 entry of this formula, charge and spin)   98.3 kcal/mol
Orbital gap   10.498 eV
F_max   0.0961 hartree/bohr
HOMO energy   -13.17 eV

Atoms and positions in Å:
N: 0.1085 -0.7914 0.2461
C: 0.2628 0.7671 0.0927
C: -1.0854 1.4434 -0.2436
C: -2.1998 0.9103 0.6867
C: -2.3073 1.4627 1.8664
C: 1.5058 0.8664 -1.1364
N: 1.5249 -0.4299 -1.8267
C: 2.4712 -0.4345 -3.0063
H: 0.8951 -1.2493 -0.2466
H: 0.1792 -0.9791 1.2897
H: -0.7836 -1.2126 0.0006
H: 0.5680 1.2114 1.0722
H: -1.2349 1.3503 -1.2777
H: -0.8481 2.4456 -0.0104
H: -2.7796 0.1204 0.2887
H: -2.8620 1.2857 2.7883
H: -1.7563 2.5146 1.8945
H: 1.0911 1.7352 -1.7551
H: 2.3279 1.1982 -0.5061
H: 0.6634 -0.6710 -2.2817
H: 2.6837 -1.3982 -3.3113
H: 1.9883 0.0365 -3.9009
H: 3.3998 0.1149 -2.7448
H: -0.1517 0.4405 3.3235
H: 0.4861 -0.2487 4.5036
O: 0.4541 -0.3908 3.4681
H: -1.1080 -3.8479 0.4813
H: -2.2217 -3.3026 0.0686
O: -1.2716 -2.9471 0.1766

Cartesian forces (eV/Å) of the 3 atoms listed first:
N 0.54 1.75 3.14
C 1.08 -1.31 -1.50
C 0.62 -1.59 1.42

Here are the natural (NBO) charges for atoms 1 to 4, given in e: -0.756, -0.012, -0.462, -0.203


Computed, not measured: a structure of composition C6H19N2S4SbSeSiW in a non-equilibrium geometry, with wB97M-V/def2-TZVPD.

Output
Net charge   0
Relative energy (zero: lowest compared OMol25 entry of this formula, charge and spin)   8.2 kcal/mol
Multiplicity   3
Orbital gap (spin up / spin down)   6.042 / 7.376 eV
F_max   0.0347 hartree/bohr
HOMO energy (spin up / spin down)   -6.81 / -8.02 eV

Atoms and positions in Å:
W: -0.0294 -1.4323 -0.5210
N: 0.6116 -2.1515 1.5777
C: 1.7283 -1.5663 2.3466
C: 3.0385 -1.5988 1.5774
C: 3.1075 -0.5852 0.4472
N: 2.2423 -0.9535 -0.6914
H: -0.2541 -2.0223 2.0968
H: 0.7361 -3.1569 1.4744
H: 1.8373 -2.1019 3.2923
H: 1.4589 -0.5343 2.5744
H: 3.2280 -2.6082 1.1951
H: 3.8453 -1.3764 2.2785
H: 4.1393 -0.4822 0.1032
H: 2.7739 0.3894 0.8050
H: 2.6309 -1.7529 -1.1880
H: 2.2252 -0.1855 -1.3564
S: 0.8332 -3.6823 -1.1459
Sb: -1.4240 -3.5885 -1.9170
S: -0.3061 -0.4891 -2.6272
S: -2.1878 -2.1522 -0.0660
S: -1.0403 -2.0504 -3.7860
C: -2.2724 3.3258 1.0492
Si: -1.7830 2.1521 -0.3182
C: -1.1170 3.1151 -1.7721
C: -3.2446 1.1335 -0.8533
Se: -0.0671 0.9178 0.5516
H: -2.9985 4.0584 0.6867
H: -1.4033 3.8644 1.4308
H: -2.7204 2.7811 1.8818
H: -1.8675 3.8138 -2.1521
H: -0.8384 2.4400 -2.5825
H: -0.2296 3.6819 -1.4851
H: -3.9896 1.7955 -1.3054
H: -3.7067 0.6179 -0.0109
H: -2.9566 0.3840 -1.5906

Cartesian forces (eV/Å) of the 3 atoms listed first:
W 1.48 0.97 0.18
N -0.25 -0.03 0.02
C 0.00 0.02 0.02

Here are the natural (NBO) charges for atoms 1 to 4, given in e: 0.473, -0.826, -0.222, -0.426


Computed, not measured: a cluster of 2 separate species, C6H19N6P in total in a non-equilibrium geometry, with wB97M-V/def2-TZVPD.

Output
Net charge   +2
Relative energy (zero: lowest compared OMol25 entry of this formula, charge and spin)   19.7 kcal/mol
Orbital gap   8.450 eV
F_max   0.1232 hartree/bohr
HOMO energy   -17.27 eV

Atoms and positions in Å:
C: 2.0781 1.3226 -1.2238
C: 2.2821 0.8658 1.0886
C: -1.2381 1.9759 -1.4048
C: -2.0072 -0.1263 -2.1936
C: 0.9510 -2.6837 0.0547
C: -1.4738 -2.2271 0.4700
N: -0.5091 1.1572 4.3400
N: -0.3760 0.7284 2.1158
N: -0.5722 0.9083 3.2286
N: 1.5767 0.4924 -0.1419
N: -0.9719 0.5497 -1.3365
N: -0.1964 -1.7678 -0.0994
P: 0.0104 -0.1619 -0.2691
H: 1.5659 1.1832 -2.0667
H: 1.9377 2.3746 -0.8954
H: 3.1062 1.0840 -1.4007
H: 2.6729 0.0053 1.6168
H: 3.1570 1.5742 0.9333
H: 1.5040 1.3878 1.6899
H: -0.5344 2.7617 -0.8294
H: -1.0464 2.2412 -2.4669
H: -2.2133 2.1785 -1.2157
H: -1.7530 -1.2729 -2.3128
H: -2.8475 0.0818 -1.6990
H: -2.0630 0.3738 -3.2498
H: 1.8897 -2.2106 0.1434
H: 0.7928 -3.3707 1.0276
H: 0.9329 -3.2695 -0.7595
H: -1.6039 -2.1357 1.5803
H: -2.1585 -1.5649 -0.0023
H: -1.7972 -3.3059 0.0827
H: -1.0957 0.8505 5.1954

Cartesian forces (eV/Å) of the 3 atoms listed first:
C 0.71 1.93 2.46
C -0.16 0.79 1.52
C 4.92 2.74 -0.81

Here are the natural (NBO) charges for atoms 1 to 4, given in e: -0.393, -0.433, -0.431, -0.401


Computed, not measured: a structure of composition C6H19NO4Rb in a non-equilibrium geometry, with wB97M-V/def2-TZVPD.

Output
Net charge   +1
Relative energy (zero: lowest compared OMol25 entry of this formula, charge and spin)   34.9 kcal/mol
Orbital gap   8.432 eV
F_max   0.0605 hartree/bohr
HOMO energy   -11.62 eV

Atoms and positions in Å:
Rb: 0.5412 -0.2831 -2.7174
C: -4.5598 -1.9327 1.9721
O: -3.9087 -0.6366 1.7073
C: -2.6280 -0.8588 1.2842
C: -1.7920 0.4738 1.3797
N: -0.4463 0.4029 0.6600
C: 0.1636 1.7175 0.5688
C: 1.6697 1.5609 0.6214
O: 2.0925 0.8739 -0.5200
C: 3.4003 0.4421 -0.3208
H: -5.6308 -1.8107 2.1340
H: -4.2120 -2.4517 2.8654
H: -4.6323 -2.5583 1.0825
H: -2.6202 -1.2846 0.2808
H: -2.0053 -1.4342 1.9692
H: -1.7231 0.7958 2.4187
H: -2.4700 1.2154 0.9573
H: 0.2363 -0.3085 0.8790
H: -0.3227 2.3420 1.3182
H: -0.1199 2.1742 -0.3794
H: 1.7123 0.9373 1.5144
H: 2.1300 2.5012 0.9248
H: 3.5821 -0.4204 0.3204
H: 4.0504 1.2234 0.0730
H: 3.8423 0.2101 -1.2897
O: 2.3405 -2.4149 -1.9427
H: 1.8895 -3.2179 -1.6821
H: 3.2594 -2.6708 -2.0226
O: 1.8383 1.7810 -4.3604
H: 1.9782 1.1019 -5.0204
H: 2.3443 2.5299 -4.6756

Cartesian forces (eV/Å) of the 3 atoms listed first:
Rb -0.02 0.25 0.39
C -1.04 1.03 -0.34
O -1.68 -1.73 1.01

Here are the natural (NBO) charges for atoms 1 to 4, given in e: 0.982, -0.275, -0.529, -0.054


net charge of number 2 (C6H19CrHgO8S)? +1